The following is a quantum chemistry calculation of a 2-piece molecular cluster, C4H12NS2 overall at a distorted geometry, from the Open Molecules 2025 dataset.

Values from the calculation:
Highest occupied orbital energy: -12.49 eV
Charge: +1
E_LUMO: -4.332 eV
Energy above the lowest of the compared OMol25 structures with the same formula, charge and spin: 397.6 kJ/mol
Kohn-Sham gap: 8.2 eV
E: -27492.8618 eV

Last column: Mulliken charge in e.
Element x y z (Å)
C -2.80254 -1.48988 1.29719  -0.850
C 2.03593 -0.15323 -1.67060  -1.077
C -2.33608 -1.34520 -0.09569  -0.055
C -0.71928 0.91906 -0.04281  -0.072
N -0.15582 2.06316 -0.85313  -0.297
S -1.56664 1.64590 1.41254  -0.278
S -1.54451 -0.24698 -0.88661  -0.004
H -2.39320 -0.67320 1.94677  0.266
H -3.87273 -1.44885 1.42969  0.295
H -2.54492 -2.49758 1.61724  0.292
H 1.02940 -0.07180 -1.93439  0.144
H 2.69384 0.65144 -2.02332  0.309
H 2.41292 -1.04858 -2.14068  0.348
H -2.63420 -2.12426 -0.74655  0.374
H 2.28249 -0.38553 -0.63142  0.322
H 0.84615 1.91220 -0.81854  0.313
H -0.45353 3.15588 -0.74876  0.425
H -0.58815 1.90816 -1.76134  0.337
H -0.57276 1.39225 2.36887  0.208